Entry 1:
Density functional theory data (ωB97M-V with the def2-TZVPD basis set) for a structure of composition C15H14N7O3SSn.

Summary:
largest force on an atom = 2.7 eV/Å
net charge = +1
gap between HOMO and LUMO = 8.00 eV
lowest unoccupied orbital energy = -2.781 eV

Last column: natural (NBO) charge in e.
Atoms and positions in Å:
Sn -0.472 0.475 -1.630  1.409
N -0.284 3.240 1.954  -0.795
C -0.847 2.149 1.429  0.239
S -2.448 2.203 0.729  0.616
N -0.184 1.049 1.365  -0.390
N -0.785 0.076 0.590  -0.469
C -1.074 -1.099 1.093  0.180
C -1.664 -2.210 0.413  -0.248
C -2.089 -3.286 1.250  -0.118
C -2.796 -4.335 0.746  -0.267
C -3.079 -4.320 -0.619  -0.150
C -2.730 -3.262 -1.419  -0.231
C -1.965 -2.249 -0.932  0.370
O -1.483 -1.322 -1.754  -0.895
H -0.906 4.022 2.238  0.405
H 0.514 3.147 2.565  0.419
H -0.886 -1.205 2.170  0.204
H -1.832 -3.167 2.290  0.210
H -3.155 -5.189 1.407  0.236
H -3.633 -5.164 -0.999  0.226
H -2.905 -3.199 -2.504  0.231
N 3.814 1.764 -0.661  -0.492
C 3.464 3.069 -0.875  -0.065
C 2.121 3.096 -0.913  -0.079
N 1.631 1.843 -0.773  -0.468
C 2.667 1.054 -0.625  0.278
C 2.476 -0.357 -0.613  0.334
N 1.367 -0.857 -1.086  -0.541
C 1.403 -2.220 -0.897  -0.063
C 2.591 -2.482 -0.277  -0.065
N 3.282 -1.322 -0.142  -0.478
H 4.761 1.565 -0.472  0.429
H 4.265 3.811 -0.962  0.237
H 1.534 3.989 -1.199  0.243
H 0.642 -2.872 -1.243  0.252
H 2.947 -3.427 0.067  0.240
H 4.119 -1.174 0.386  0.435
O -2.800 3.835 0.776  -0.655
C -2.026 4.589 -0.104  0.644
O -1.271 4.109 -0.872  -0.526
H -2.283 5.632 0.103  0.159

***

Entry 2:
Density functional theory data (ωB97M-V with the def2-TZVPD basis set) for a structure of composition C15H15AuBBrF2N3OS.

Summary:
largest force on an atom = 0.5 eV/Å
net charge = +1
gap between HOMO and LUMO = 9.42 eV
energy relative to the best compared isomer or geometry (same formula, charge and spin) = 4.0 kcal per mole
lowest unoccupied orbital energy = -2.424 eV

Last column: natural (NBO) charge in e.
Atoms and positions in Å:
Au -0.264 -0.186 -0.034  0.722
N 4.475 -0.380 -0.898  -0.705
C 3.188 -0.350 -0.647  0.770
O 2.687 0.785 -0.352  -0.625
C 2.395 -1.614 -0.676  -0.529
C 1.190 -1.589 0.256  -0.739
H 4.998 0.483 -0.914  0.434
H 4.952 -1.250 -1.068  0.424
H 3.083 -2.420 -0.400  0.230
H 2.115 -1.790 -1.720  0.263
H 1.540 -1.484 1.285  0.221
H 0.694 -2.560 0.195  0.222
F 1.092 2.448 -0.305  -0.515
B 1.326 1.216 -0.820  1.136
F 1.269 1.107 -2.180  -0.522
Br -2.915 -0.357 2.624  0.086
C -3.156 -1.666 1.279  0.157
C -4.358 -2.356 1.227  -0.266
C -4.489 -3.344 0.268  -0.130
C -3.425 -3.609 -0.584  -0.241
C -2.276 -2.856 -0.450  0.042
N -2.141 -1.887 0.463  -0.532
H -5.151 -2.124 1.921  0.249
H -5.408 -3.909 0.195  0.238
H -3.485 -4.382 -1.336  0.238
H -1.422 -3.017 -1.098  0.206
S -3.317 3.221 0.412  0.500
C -1.852 2.356 0.466  -0.073
N -1.785 1.298 -0.289  -0.554
C -2.962 1.120 -1.012  0.169
C -3.205 0.124 -1.958  -0.225
C -4.434 0.098 -2.578  -0.196
C -5.417 1.053 -2.279  -0.190
C -5.179 2.057 -1.366  -0.200
C -3.936 2.081 -0.737  -0.243
H -1.034 2.669 1.096  0.256
H -2.435 -0.594 -2.202  0.226
H -4.643 -0.662 -3.318  0.228
H -6.372 1.010 -2.785  0.232
H -5.930 2.804 -1.149  0.237

***

Entry 3:
Density functional theory data (ωB97M-V with the def2-TZVPD basis set) for a structure of composition C15H15BF4LiN3.

Summary:
largest force on an atom = 2.9 eV/Å
net charge = 0
gap between HOMO and LUMO = 10.34 eV
lowest unoccupied orbital energy = 0.304 eV

Last column: natural (NBO) charge in e.
Atoms and positions in Å:
Li 0.327 0.512 0.343  0.887
B 0.919 2.841 1.518  1.339
F 1.909 3.313 2.300  -0.542
F 0.186 3.857 0.924  -0.558
F 1.533 2.149 0.351  -0.619
F 0.142 1.894 2.195  -0.574
N -1.892 0.082 0.270  -0.497
C -2.425 -0.132 -0.964  0.028
C -3.623 0.393 -1.336  -0.255
C -4.295 1.185 -0.421  -0.157
C -3.755 1.505 0.789  -0.250
C -2.572 0.859 1.137  0.060
H -1.810 -0.660 -1.702  0.199
H -4.076 0.240 -2.335  0.225
H -5.270 1.648 -0.598  0.218
H -4.238 2.198 1.436  0.227
H -2.046 1.068 2.040  0.224
N 0.791 -1.062 1.777  -0.479
C 0.492 -2.338 1.483  0.042
C 0.899 -3.459 2.176  -0.273
C 1.702 -3.310 3.289  -0.144
C 1.872 -1.946 3.708  -0.255
C 1.500 -0.895 2.905  0.030
H -0.105 -2.511 0.544  0.193
H 0.700 -4.496 1.891  0.224
H 2.057 -4.145 3.879  0.224
H 2.456 -1.776 4.604  0.223
H 1.710 0.189 3.108  0.239
N 0.831 0.236 -1.751  -0.501
C 1.059 -0.894 -2.463  0.024
C 1.756 -0.960 -3.605  -0.262
C 2.171 0.263 -4.175  -0.140
C 1.811 1.460 -3.607  -0.263
C 1.169 1.373 -2.359  0.080
H 0.660 -1.798 -2.046  0.189
H 1.803 -1.822 -4.231  0.224
H 2.709 0.203 -5.128  0.216
H 2.004 2.426 -4.052  0.232
H 0.940 2.309 -1.895  0.225